[1]
Below is a molecular structure, C67H95N5O8Sr at a distorted geometry, with properties calculated with ωB97M-V/def2-TZVPD.

Geometry as ORCA input:
```
! wB97M-V def2-TZVPD RIJCOSX def2/J DEFGRID3
* xyz -2 1
Sr 0.66 0.10 0.19
C 2.55 -2.65 7.15
C 1.45 -1.59 7.17
C 1.80 -0.57 8.28
C 0.13 -2.28 7.54
C 1.33 -0.86 5.83
C 2.25 -0.99 4.80
C 2.11 -0.30 3.61
C 3.33 -0.19 2.72
N 3.27 -0.50 1.28
C 3.16 -1.93 1.01
C 3.04 -2.28 -0.49
N 2.01 -1.53 -1.22
C 2.53 -0.85 -2.42
C 3.52 0.28 -2.16
N 3.07 1.20 -1.11
C 4.06 1.41 -0.07
C 4.43 0.12 0.64
C 2.60 2.50 -1.61
C 1.73 2.46 -2.84
C 2.19 3.05 -4.01
C 1.46 3.04 -5.19
C 0.21 2.42 -5.12
C -0.33 1.84 -3.98
C 0.47 1.79 -2.79
O 0.14 1.18 -1.70
C -1.72 1.21 -4.07
C -1.55 -0.29 -4.34
C -2.56 1.40 -2.80
C -2.54 1.82 -5.23
C 1.93 3.67 -6.49
C 3.33 4.27 -6.37
C 1.97 2.61 -7.60
C 0.97 4.79 -6.91
C 0.85 -2.35 -1.67
C 0.37 -3.44 -0.74
C 0.32 -4.74 -1.19
C -0.21 -5.78 -0.43
C -0.69 -5.42 0.84
C -0.64 -4.13 1.36
C -0.08 -3.09 0.56
O 0.05 -1.87 0.97
C -1.14 -3.82 2.77
C -2.20 -2.70 2.73
C 0.04 -3.37 3.63
C -1.78 -5.04 3.45
C -0.20 -7.21 -0.95
C -0.98 -7.30 -2.27
C -0.83 -8.19 0.04
C 1.25 -7.66 -1.21
C 1.00 0.54 3.35
O 0.86 1.08 2.19
C 0.13 0.80 4.46
C 0.31 0.07 5.63
C -0.84 1.98 4.43
C -1.60 2.15 5.74
C 0.00 3.26 4.21
C -1.87 1.85 3.31
H 2.56 -3.19 8.10
H 3.53 -2.21 6.99
H 2.37 -3.38 6.35
H 1.92 -1.08 9.24
H 1.01 0.18 8.38
H 2.72 -0.05 8.04
H 0.21 -2.76 8.52
H -0.13 -3.04 6.80
H -0.69 -1.56 7.59
H 3.13 -1.62 4.92
H 4.14 -0.79 3.18
H 3.64 0.86 2.77
H 2.26 -2.29 1.53
H 4.02 -2.49 1.42
H 2.83 -3.36 -0.53
H 4.01 -2.14 -0.98
H 1.67 -0.42 -2.93
H 2.99 -1.58 -3.11
H 3.65 0.81 -3.11
H 4.50 -0.12 -1.90
H 3.62 2.10 0.66
H 4.97 1.88 -0.47
H 5.21 0.34 1.38
H 4.88 -0.58 -0.06
H 3.47 3.14 -1.84
H 2.06 2.97 -0.79
H 3.17 3.53 -3.98
H -0.39 2.41 -6.02
H -1.07 -0.77 -3.49
H -0.94 -0.45 -5.23
H -2.53 -0.77 -4.49
H -2.02 1.08 -1.92
H -3.48 0.81 -2.88
H -2.85 2.45 -2.67
H -2.25 1.43 -6.21
H -2.46 2.91 -5.25
H -3.60 1.56 -5.08
H 4.06 3.52 -6.07
H 3.35 5.08 -5.63
H 3.64 4.69 -7.33
H 2.66 1.80 -7.33
H 2.31 3.05 -8.55
H 0.99 2.17 -7.77
H 0.94 5.57 -6.15
H -0.05 4.41 -7.04
H 1.28 5.24 -7.86
H 1.10 -2.82 -2.63
H 0.01 -1.66 -1.85
H 0.71 -4.95 -2.19
H -1.12 -6.20 1.45
H -1.78 -1.81 2.28
H -2.51 -2.46 3.75
H -3.08 -3.01 2.17
H 0.45 -2.43 3.25
H 0.83 -4.12 3.63
H -0.28 -3.20 4.66
H -2.64 -5.42 2.89
H -2.13 -4.74 4.44
H -1.07 -5.86 3.58
H -2.03 -7.03 -2.11
H -0.95 -8.32 -2.67
H -0.57 -6.63 -3.02
H -1.87 -7.95 0.24
H -0.29 -8.20 0.99
H -0.79 -9.21 -0.38
H 1.74 -7.00 -1.92
H 1.27 -8.68 -1.61
H 1.82 -7.63 -0.28
H -0.37 0.25 6.45
H -0.94 2.35 6.59
H -2.21 1.27 5.97
H -2.28 3.00 5.64
H 0.80 3.32 4.95
H -0.63 4.14 4.31
H 0.45 3.25 3.21
H -2.52 1.00 3.47
H -1.39 1.72 2.34
H -2.50 2.75 3.27
C -2.31 -4.07 -2.50
C -2.89 -3.08 -1.54
N -2.29 -1.99 -1.12
C -3.18 -1.40 -0.25
C -4.33 -2.15 -0.16
N -4.12 -3.20 -0.99
C -5.65 -2.02 0.55
O -5.77 -1.02 1.30
O -6.44 -2.96 0.38
C -2.84 -0.15 0.46
O -3.79 0.37 1.19
O -1.73 0.36 0.37
H -1.38 -3.68 -2.90
H -3.00 -4.27 -3.33
H -2.09 -5.02 -2.00
H -4.82 -3.92 -1.10
H -4.66 -0.20 1.19
C -2.61 9.26 -1.67
C -2.08 7.89 -1.34
C -1.81 7.52 -0.03
C -1.33 6.25 0.29
C -1.06 5.91 1.73
C -1.14 5.33 -0.74
C -0.62 3.96 -0.45
O 0.30 3.74 0.31
C -1.42 5.67 -2.07
C -1.16 4.71 -3.20
C -1.88 6.95 -2.35
H -2.62 9.90 -0.78
H -3.63 9.21 -2.05
H -2.00 9.74 -2.43
H -1.97 8.23 0.77
H -1.53 6.65 2.39
H 0.01 5.89 1.94
H -1.44 4.92 2.00
H -1.07 3.11 -1.00
H -1.63 3.74 -3.03
H -0.09 4.50 -3.31
H -1.54 5.11 -4.14
H -2.08 7.22 -3.38
*
```

total energy	-95697.7844	eV
frontier orbital gap	5.85	eV
energy relative to the best compared isomer or geometry (same formula, charge and spin)	19.4	kcal per mole
highest occupied orbital energy	-0.0833	Eh

[2]
Below is a molecular structure, C68H124As2F12N8 at a distorted geometry, with properties calculated with ωB97M-V/def2-TZVPD.

Geometry as ORCA input:
```
! wB97M-V def2-TZVPD RIJCOSX def2/J DEFGRID3
* xyz 6 1
C 7.79 3.44 6.35
C 6.55 2.56 6.41
C 6.22 1.69 5.14
C 4.92 0.96 5.33
N 4.56 -0.09 4.31
C 3.58 -1.02 4.91
C 3.52 -2.20 3.99
C 5.00 -2.36 3.55
C 5.68 -1.08 3.99
C 4.13 0.55 3.02
C 2.79 1.37 2.87
C 2.66 1.74 1.38
H 7.87 3.93 5.38
H 8.75 2.92 6.53
H 7.71 4.26 7.08
H 5.72 3.22 6.67
H 6.69 1.91 7.27
H 6.98 0.94 5.01
H 6.27 2.30 4.25
H 4.08 1.61 5.33
H 4.95 0.35 6.24
H 2.66 -0.50 5.10
H 4.03 -1.36 5.85
H 2.93 -2.06 3.12
H 3.04 -3.07 4.49
H 5.14 -2.52 2.47
H 5.48 -3.21 4.07
H 6.25 -0.49 3.23
H 6.32 -1.19 4.85
H 4.16 -0.25 2.24
H 5.03 1.21 2.86
H 2.77 2.23 3.54
H 1.89 0.79 3.22
H 3.66 1.92 0.95
H 2.23 2.76 1.36
H 2.01 1.13 0.77
C -0.46 3.49 -3.12
C 0.31 4.67 -2.51
C -0.55 5.62 -1.67
C -1.16 4.98 -0.48
N -1.90 5.85 0.52
C -2.80 6.79 -0.19
C -2.07 8.14 -0.27
C -1.32 8.12 1.01
C -0.87 6.65 1.21
C -2.66 5.00 1.41
C -3.81 4.29 0.73
C -4.69 3.73 1.86
H -0.83 2.78 -2.34
H 0.03 2.97 -3.92
H -1.29 3.87 -3.71
H 0.78 5.28 -3.24
H 1.07 4.22 -1.86
H -1.33 6.00 -2.34
H 0.00 6.51 -1.41
H -0.35 4.57 0.15
H -1.81 4.13 -0.74
H -3.61 6.98 0.51
H -3.06 6.35 -1.15
H -2.81 8.94 -0.40
H -1.48 8.23 -1.15
H -1.96 8.58 1.79
H -0.39 8.68 1.03
H -0.76 6.37 2.32
H 0.14 6.50 0.80
H -3.04 5.51 2.36
H -1.94 4.33 1.78
H -3.45 3.52 0.10
H -4.51 4.97 0.21
H -5.32 4.51 2.31
H -4.16 3.23 2.70
H -5.41 3.01 1.40
C -4.12 2.00 -4.60
C -4.58 0.54 -4.20
C -5.90 0.52 -3.44
C -5.99 -0.84 -2.72
N -7.30 -1.17 -2.03
C -7.45 -0.40 -0.74
C -6.49 -1.08 0.27
C -6.33 -2.49 -0.30
C -7.32 -2.60 -1.47
C -8.46 -0.94 -2.95
C -8.44 -1.75 -4.25
C -9.65 -1.22 -5.05
H -4.37 2.61 -3.75
H -4.78 2.36 -5.41
H -3.15 1.89 -5.04
H -3.85 0.15 -3.42
H -4.70 -0.15 -5.08
H -6.72 0.59 -4.17
H -5.95 1.39 -2.77
H -5.13 -0.98 -2.09
H -5.97 -1.61 -3.51
H -8.48 -0.49 -0.50
H -7.19 0.67 -0.98
H -6.94 -1.17 1.25
H -5.50 -0.63 0.40
H -6.56 -3.23 0.42
H -5.30 -2.68 -0.61
H -8.35 -2.70 -1.14
H -6.99 -3.25 -2.25
H -8.46 0.18 -3.00
H -9.37 -1.19 -2.44
H -8.49 -2.81 -4.00
H -7.56 -1.52 -4.87
H -9.76 -1.67 -6.00
H -9.52 -0.14 -5.15
H -10.64 -1.44 -4.55
C 8.45 1.96 -8.39
C 7.66 1.63 -9.68
C 6.33 0.97 -9.41
C 5.38 1.92 -8.71
N 4.06 1.26 -8.24
C 3.21 0.81 -9.32
C 2.61 2.07 -9.95
C 2.34 2.98 -8.68
C 3.32 2.43 -7.63
C 4.32 0.13 -7.29
C 5.25 0.30 -6.11
C 5.29 -1.07 -5.51
H 9.57 1.97 -8.54
H 8.20 1.16 -7.67
H 8.19 2.89 -7.86
H 8.19 0.88 -10.25
H 7.47 2.51 -10.28
H 6.58 0.11 -8.77
H 5.95 0.63 -10.37
H 5.09 2.75 -9.30
H 5.77 2.28 -7.80
H 2.37 0.20 -9.02
H 3.92 0.29 -9.99
H 1.72 1.88 -10.52
H 3.32 2.53 -10.62
H 1.34 2.88 -8.36
H 2.42 4.04 -8.90
H 2.77 2.05 -6.81
H 4.05 3.17 -7.24
H 4.67 -0.69 -7.93
H 3.33 -0.15 -6.93
H 4.83 1.06 -5.38
H 6.19 0.71 -6.41
H 4.38 -1.31 -4.93
H 6.11 -1.13 -4.81
H 5.45 -1.90 -6.21
C -3.56 -1.69 6.89
N -3.84 -1.89 8.33
C -4.45 -2.98 8.79
C -4.98 -3.11 10.01
C -4.62 -2.12 10.93
C -3.81 -1.05 10.53
C -3.54 -0.90 9.19
C -4.95 -2.21 12.41
C -6.30 -2.13 12.63
C -6.66 -2.05 13.98
N -5.79 -2.03 14.97
C -4.45 -2.32 14.71
C -4.02 -2.40 13.41
C -6.15 -1.71 16.28
H -3.82 -2.57 6.35
H -2.49 -1.61 6.81
H -4.09 -0.77 6.51
H -4.72 -3.67 8.00
H -5.51 -4.03 10.17
H -3.49 -0.28 11.22
H -3.00 -0.09 8.69
H -7.03 -2.10 11.87
H -7.68 -1.86 14.30
H -3.79 -2.29 15.59
H -2.98 -2.52 13.16
H -7.24 -1.63 16.41
H -5.64 -0.79 16.48
H -5.82 -2.53 16.92
C 8.31 -6.72 -3.24
N 6.83 -6.63 -3.19
C 6.24 -5.46 -2.88
C 4.88 -5.32 -2.93
C 4.11 -6.47 -3.16
C 4.73 -7.73 -3.30
C 6.10 -7.72 -3.36
C 2.63 -6.37 -3.25
C 2.03 -6.96 -4.36
C 0.70 -6.74 -4.57
N -0.02 -6.04 -3.68
C 0.58 -5.43 -2.62
C 1.92 -5.56 -2.35
C -1.48 -5.85 -3.92
H 8.60 -7.57 -2.66
H 8.72 -5.83 -2.76
H 8.63 -6.85 -4.27
H 6.79 -4.61 -2.61
H 4.45 -4.35 -2.75
H 4.15 -8.67 -3.28
H 6.64 -8.63 -3.56
H 2.51 -7.58 -5.10
H 0.18 -7.22 -5.38
H -0.12 -4.82 -2.02
H 2.38 -4.96 -1.56
H -1.99 -6.85 -4.00
H -1.60 -5.29 -4.84
H -1.98 -5.43 -3.04
As -1.31 0.89 4.41
F -0.38 -0.59 4.48
F -2.17 0.61 5.92
F -2.12 2.48 4.44
F -0.57 1.30 2.83
F -2.54 -0.01 3.54
F 0.06 1.67 5.31
As 1.08 -1.70 -2.10
F 2.53 -2.63 -2.41
F 0.29 -2.47 -3.46
F -0.34 -0.69 -1.77
F 1.86 -1.08 -0.71
F 1.68 -0.49 -3.18
F 0.52 -3.08 -1.05
*
```

total energy	-238686.6983	eV
frontier orbital gap	8.13	eV
highest occupied orbital energy	-0.7016	Eh